This record from OMol25 describes C2H5NO4 in the gas phase in a non-equilibrium geometry. The level of theory is ωB97M-V/def2-TZVPD.

Results
SMILES: COC(O)(O)N=O
Total charge: 0
Kohn-Sham gap in eV: 9.095
Highest occupied orbital energy in eV: -9.7
Energy relative to the best compared isomer or geometry (same formula, charge and spin) in kcal/mol: 115.89

Last column: Mulliken charge in e.
Element x y z (Å)
C (-0.9584, 0.7674, -0.0490)  -0.649
O (-0.1344, -0.1447, -0.7502)  -0.448
C (1.1119, -0.3401, -0.1801)  0.830
O (1.8112, -1.0172, -1.1452)  -0.543
O (0.9267, -0.9691, 0.9740)  -0.487
N (2.0888, 0.9356, -0.0151)  0.031
O (2.7294, 0.7565, 0.9898)  -0.315
H (-1.8766, 0.2522, -0.1817)  0.269
H (-1.0739, 1.8377, -0.5276)  0.209
H (-0.6906, 0.8354, 1.0033)  0.335
H (1.1477, -1.1227, -1.8579)  0.381
H (1.3780, -0.4101, 1.6621)  0.387

Forces on atoms 1 to 6 (eV/Å):
C -0.6 1.5 -1.1
O 1.0 1.8 -0.4
C -0.3 0.3 -1.6
O -0.1 -0.6 -0.4
O 1.0 0.3 2.1
N -0.2 -1.2 1.3